Entry 1:
87
Properties=species:S:1:pos:R:3:mulliken_charge:R:1 method="wB97M-V/def2-TZVPD" charge=+1 homo_lumo_gap_ev=7.538
C -3.40523 -0.51729 -1.05393 -0.53
C -2.59604 -1.35141 -2.21034 -0.15
O -1.21842 -0.87867 -2.46419 -0.22
C -1.09668 -0.46049 -3.89974 -0.46
N -1.81233 0.88186 -4.00904 0.10
C -1.22397 2.10669 -3.67119 0.23
N -2.07879 3.33467 -3.89862 -0.47
N 0.18934 2.08031 -3.13261 -0.20
N 0.25309 1.82022 -1.77217 -0.11
C -0.09637 3.00996 -1.12669 0.58
O -0.64428 3.82418 -0.18839 -0.35
H -2.82518 0.49831 -0.84249 0.13
H -4.51875 -0.34971 -1.39567 0.29
H -3.39994 -1.12318 -0.04829 0.00
H -2.49002 -2.47760 -1.84605 0.23
H -3.21114 -1.26507 -3.20327 0.24
H 0.06144 -0.40062 -4.14969 -0.04
H -1.53119 -1.29038 -4.62307 0.44
H -2.81014 0.85478 -4.37761 0.36
H -3.08167 3.19275 -3.65657 0.29
H -1.67989 4.19825 -3.47170 0.27
H 0.74431 2.91833 -3.41358 0.40
C -3.19634 6.97961 0.16246 0.26
Cl -2.89740 5.76728 -1.10860 -0.08
Cl -1.86613 6.93837 1.34703 -0.04
Cl -3.28750 8.60024 -0.57223 -0.08
Cl -4.73443 6.61225 0.98352 -0.08
C -2.00067 8.08007 5.62555 0.29
Cl -0.86288 6.71621 5.76700 -0.06
Cl -3.09707 8.08681 7.02991 -0.09
Cl -1.08987 9.61058 5.57564 -0.10
Cl -2.95280 7.90639 4.12952 -0.04
C 1.24752 -3.87996 -5.31523 0.23
Cl 2.43632 -4.24415 -6.59148 -0.08
Cl 1.31964 -2.14555 -4.91398 -0.13
Cl -0.38773 -4.28858 -5.89272 -0.01
Cl 1.62213 -4.84169 -3.86281 -0.07
C -2.41997 -3.16356 2.38169 0.15
Cl -3.60831 -3.77708 1.20435 -0.09
Cl -1.28533 -2.06196 1.56107 0.07
Cl -3.26832 -2.28443 3.67860 -0.06
Cl -1.51803 -4.53105 3.08261 -0.06
C 0.12506 -2.58813 6.23226 0.29
Cl 0.24208 -1.85844 4.61098 -0.03
Cl 1.59274 -3.54326 6.56091 -0.09
Cl -0.03127 -1.30009 7.45334 -0.10
Cl -1.30343 -3.65074 6.30352 -0.08
C -4.07775 -4.78484 -7.70604 0.29
Cl -3.23013 -5.59014 -6.36152 -0.02
Cl -3.42991 -5.37749 -9.25633 -0.08
Cl -5.81957 -5.14791 -7.61242 -0.06
Cl -3.83118 -3.02377 -7.59362 -0.10
C 3.53222 0.79852 -0.01129 0.12
Cl 3.60335 0.57998 -1.77818 -0.09
Cl 3.83370 2.50846 0.38816 -0.11
Cl 1.91988 0.32542 0.58119 0.01
Cl 4.77214 -0.21993 0.76342 0.07
C 3.42779 6.41343 5.94837 0.28
Cl 4.33228 6.40651 7.48348 -0.07
Cl 2.73763 4.79664 5.65851 -0.10
Cl 2.11340 7.61289 6.03893 -0.04
Cl 4.52815 6.83771 4.61271 -0.07
C 4.73250 -4.35205 1.32101 0.17
Cl 5.74961 -5.81029 1.43817 -0.09
Cl 3.86889 -4.35407 -0.23736 -0.05
Cl 3.55121 -4.34319 2.65480 -0.05
Cl 5.76060 -2.90075 1.42844 0.01
C 7.99640 8.34739 6.16931 0.33
Cl 8.03400 7.04003 4.95932 -0.09
Cl 6.34030 8.99218 6.29558 -0.06
Cl 8.50678 7.70695 7.75167 -0.09
Cl 9.10464 9.65034 5.67038 -0.09
C -6.79457 -5.54484 -3.81171 0.26
Cl -6.00641 -6.82431 -4.76903 -0.04
Cl -6.85164 -6.03416 -2.09950 -0.09
Cl -5.86761 -4.03111 -3.96635 -0.04
Cl -8.45266 -5.28999 -4.41220 -0.09
C 8.72256 -0.23238 3.46564 0.34
Cl 9.73967 -1.69062 3.58280 -0.09
Cl 7.85895 -0.23440 1.90727 -0.06
Cl 7.54127 -0.22352 4.79943 -0.09
Cl 9.75066 1.21892 3.57308 -0.09
C -3.60073 -9.79413 -2.77080 0.26
Cl -2.00964 -10.47348 -2.34466 -0.10
Cl -4.67265 -11.10087 -3.33453 -0.09
Cl -4.31699 -9.01497 -1.33748 -0.08
Cl -3.40334 -8.58721 -4.06664 -0.01



Entry 2:
70
Properties=species:S:1:pos:R:3:mulliken_spin:R:1 method="wB97M-V/def2-TZVPD" spin_multiplicity=3 charge=+3 homo_lumo_gap_ev="5.256 / 5.334"
Au -0.76368 0.04111 0.03305 0.29
P -2.16997 1.83194 0.89653 0.03
P -2.53909 -1.20354 -0.99637 0.05
P 1.31988 0.97842 1.08865 0.09
H -0.95846 0.68005 -2.11784 0.05
C 0.11668 0.69700 -1.97640 -0.08
C 0.70789 -0.64941 -1.76262 0.28
H 1.46944 -0.83122 -1.00467 0.07
C -2.40577 3.25772 -0.20855 -0.01
C -3.85502 1.37406 1.36533 0.00
C -1.64768 2.69111 2.41890 0.00
C -2.08409 -2.63834 -1.99739 0.01
C -3.67797 -1.87774 0.25353 -0.01
C -3.63620 -0.22226 -2.08011 0.00
C 2.83973 -0.00551 0.77737 0.02
C 1.18726 1.05810 2.89597 0.00
C 1.75820 2.64055 0.47359 0.01
H 0.47174 1.04472 -2.97188 0.08
H 0.36577 -1.45760 -2.40401 -0.03
H -3.13381 3.93083 0.27651 0.00
H -2.79652 2.93643 -1.18330 0.00
H -1.45524 3.79319 -0.34690 0.00
H -4.28237 2.23575 1.89896 0.00
H -3.84480 0.51925 2.05036 0.00
H -4.47432 1.15088 0.48906 0.00
H -2.49711 3.33683 2.72400 0.00
H -0.76549 3.32779 2.22998 0.00
H -1.43696 1.96967 3.23015 0.00
H -2.97767 -3.23294 -2.26446 0.01
H -1.39227 -3.29280 -1.44480 -0.01
H -1.58680 -2.32942 -2.93065 0.00
H -4.41313 -2.56362 -0.21586 0.00
H -4.22511 -1.07053 0.77280 0.00
H -3.11033 -2.43156 1.01088 0.00
H -4.55600 -0.78239 -2.30741 0.00
H -3.12717 0.00224 -3.02696 0.00
H -3.91939 0.73196 -1.61709 0.00
H 3.58559 0.29288 1.53041 0.00
H 3.23621 0.19796 -0.23253 -0.01
H 2.61512 -1.07643 0.89627 0.00
H 2.20608 1.04483 3.31121 0.00
H 0.62476 0.18442 3.25974 0.00
H 0.67041 1.97707 3.20682 0.00
H 2.56473 3.04966 1.11105 0.00
H 0.89262 3.33106 0.50721 0.00
H 2.13863 2.58371 -0.56412 0.00
C 3.69420 -0.61723 -3.24287 0.10
C 3.62212 0.81705 -3.33653 0.18
C 4.61199 1.65712 -3.04434 -0.04
C 5.69509 1.11675 -2.33384 0.32
C 5.92486 -0.28368 -2.38927 -0.05
C 4.95285 -1.12270 -2.83018 0.15
O 2.56029 -1.15293 -3.26189 0.33
H 2.55234 0.94864 -3.60029 0.01
H 0.55065 1.44231 -1.28956 0.02
H 4.53818 2.73745 -3.29811 0.00
H 6.47782 1.75905 -1.85520 0.01
H 6.83600 -0.69184 -1.97119 0.00
H 5.01772 -2.23000 -2.78517 0.00
Cl 0.44288 -5.39453 1.80238 0.00
C -0.20348 -3.89089 2.30381 0.02
C -0.86430 -3.73745 3.52343 -0.01
C -1.39588 -2.50153 3.83396 0.01
C -1.25705 -1.45150 2.93905 -0.01
N -0.63630 -1.60040 1.75753 0.07
C -0.07899 -2.78704 1.43754 0.00
H -0.93758 -4.59941 4.17866 0.00
H -1.93195 -2.31239 4.76870 0.00
H -1.66223 -0.45358 3.16092 0.01
H 0.45244 -2.87717 0.47808 0.00



Entry 3:
12
Properties=species:S:1:pos:R:3:mulliken_spin:R:1 method="wB97M-V/def2-TZVPD" spin_multiplicity=3 homo_lumo_gap_ev="7.524 / 8.255"
C -0.21322 1.68761 0.64476 0.65
C -0.24428 -0.68581 -1.13112 -0.06
C 1.18421 -0.96322 -0.71548 -0.01
N 0.07844 -0.77973 0.25115 0.92
N 0.02479 1.89496 1.88479 -0.02
S -0.31662 2.34551 -0.83333 0.34
H -0.30786 0.38969 -1.47590 0.05
H -0.90523 -1.46501 -1.64128 0.04
H 1.53803 -2.07924 -0.54694 0.04
H 1.80395 -0.16801 -0.95469 0.01
H 0.26607 1.16739 2.45055 0.01
H -0.15954 2.74516 2.34364 0.02



no.,electronic energy (a.u.)
1,-24991.29002
2,-2611.72474
3,-625.39261